## i
This record from the Open Molecules 2025 dataset describes 5 unconnected molecules or ions with the total composition H10O5. The level of theory is the ωB97M-V functional and the def2-TZVPD basis.

Structure (XYZ):
```
15
Properties=species:S:1:pos:R:3:lowdin_charge:R:1
O 2.340 1.595 1.666 0.237
H 2.462 1.371 2.589 0.104
H 1.397 1.736 1.576 0.092
O -3.787 -0.213 -0.171 -0.042
H -4.082 -1.099 -0.380 0.044
H -4.553 0.339 -0.328 0.048
O 1.183 -1.272 1.219 0.184
H 1.534 -2.052 1.650 0.105
H 1.696 -1.191 0.415 0.078
O 1.913 0.089 -2.197 -0.044
H 1.660 -0.607 -2.804 0.042
H 1.088 0.380 -1.809 -0.019
O -0.662 0.463 -0.689 0.069
H -1.529 0.189 -0.986 0.056
H -0.658 0.273 0.249 0.047
```

Calculated values
Expectation value of S²   0.7579
Kohn-Sham gap (alpha / beta)   10.892 / 3.144 eV
Spin multiplicity   2
HOMO energy (alpha / beta)   -14.66 / -14.64 eV
Total charge   +1

=====

## ii
This record from the Open Molecules 2025 dataset describes 5 unconnected molecules or ions with the total composition H10O5. The level of theory is the ωB97M-V functional and the def2-TZVPD basis.

Structure (XYZ):
```
15
Properties=species:S:1:pos:R:3:lowdin_charge:R:1
O 0.350 1.640 0.042 -0.012
H 0.913 2.196 -0.495 0.098
H -0.525 1.756 -0.327 0.082
O 0.273 -0.886 -1.592 -0.026
H -0.213 -0.448 -2.291 0.094
H 0.661 -0.173 -1.086 0.035
O -0.107 -0.793 1.095 0.288
H -0.250 -1.212 0.246 0.063
H -0.022 0.138 0.892 0.035
O -0.408 2.290 3.009 -0.022
H -0.825 2.939 3.575 0.051
H -0.604 2.585 2.120 0.006
O 0.526 -3.606 -1.821 0.194
H 0.592 -2.652 -1.858 0.022
H -0.362 -3.773 -1.507 0.093
```

Calculated values
Expectation value of S²   0.7576
Kohn-Sham gap (alpha / beta)   11.119 / 3.121 eV
Spin multiplicity   2
HOMO energy (alpha / beta)   -15.01 / -14.53 eV
Total charge   +1

=====

Relative energies, unit kJ/mol: i 0.0; ii 17.6

=====

## i
This record from the Open Molecules 2025 dataset describes C5H6N2 in the gas phase. The level of theory is the ωB97M-V functional and the def2-TZVPD basis.

Structure (XYZ):
```
13
Properties=species:S:1:pos:R:3:lowdin_charge:R:1
H -0.260 2.591 -0.080 -0.015
N -1.053 2.172 0.115 0.214
C -0.639 0.991 -0.145 -0.386
C -1.373 -0.205 -0.045 -0.118
C -1.979 -1.201 0.087 0.160
N 0.784 0.757 -0.142 -0.051
C 1.012 -0.485 -0.665 -0.256
C 1.248 -0.313 0.742 -0.104
H -2.829 -1.868 0.133 0.062
H 0.213 -0.976 -1.152 0.087
H 1.925 -0.410 -1.323 0.131
H 2.440 -0.223 1.120 0.178
H 0.510 -0.830 1.355 0.100
```

Calculated values
SMILES   [H]/N=C(/C#C)N1CC1
Kohn-Sham gap   10.476 eV
HOMO energy   -10.01 eV

=====

## ii
This record from the Open Molecules 2025 dataset describes C5H6N2 in the gas phase. The level of theory is the ωB97M-V functional and the def2-TZVPD basis.

Structure (XYZ):
```
13
Properties=species:S:1:pos:R:3:lowdin_charge:R:1
C 0.234 -1.183 -0.385 -0.219
C 0.951 -0.199 0.155 -0.065
C -1.000 1.130 0.126 0.078
C -2.424 0.778 0.650 -0.066
C 2.334 0.233 -0.107 -0.118
N -1.143 -1.270 -0.401 0.067
N -1.528 -0.054 -0.124 -0.289
H 0.727 -2.032 -0.817 0.109
H -2.591 0.236 1.627 0.111
H -3.285 1.222 0.086 0.098
H 2.727 -0.497 -0.871 0.096
H 2.115 1.137 -0.774 0.110
H 2.883 0.500 0.836 0.087
```

Calculated values
Kohn-Sham gap (alpha / beta)   7.633 / 7.634 eV
HOMO energy (alpha / beta)   -8.28 / -8.28 eV

=====

Relative energies, unit kJ/mol: i 0.0; ii 232.8

=====

## i
This record from the Open Molecules 2025 dataset describes a gas-phase ion, C4H5N4O (charge +1). The level of theory is the ωB97M-V functional and the def2-TZVPD basis.

Structure (XYZ):
```
14
Properties=species:S:1:pos:R:3:lowdin_charge:R:1
C 0.763 -2.709 0.172 0.272
C 0.255 0.489 0.071 -0.425
C -2.508 0.453 -0.031 -0.123
C 1.745 0.670 0.045 0.009
N -0.380 1.542 0.055 0.120
N 0.196 -1.755 -0.063 -0.002
N -1.777 1.506 0.011 0.147
N -0.393 -0.680 -0.025 0.074
O -3.229 -0.398 0.034 0.352
H 1.251 -3.661 0.149 0.119
H 1.923 1.764 0.201 0.106
H 2.076 0.467 -1.003 0.108
H 2.297 0.054 0.762 0.088
H -2.217 2.259 -0.378 0.154
```

Calculated values
Kohn-Sham gap   9.402 eV
HOMO energy   -13.58 eV
Total charge   +1

=====

## ii
This record from the Open Molecules 2025 dataset describes a gas-phase ion, C4H5N4O (charge +1). The level of theory is the ωB97M-V functional and the def2-TZVPD basis.

Structure (XYZ):
```
14
Properties=species:S:1:pos:R:3:lowdin_charge:R:1
N 0.326 0.525 3.065 0.212
C -0.363 0.391 2.188 -0.154
C -0.856 0.441 0.848 -0.164
N -0.142 -0.539 0.090 -0.061
C 1.162 -0.365 -0.537 -0.102
C 1.952 -0.471 0.624 0.134
N 2.320 -0.482 1.738 0.174
N 2.112 -1.046 2.885 -0.028
O 2.656 -0.712 3.896 0.159
H -0.740 1.445 0.410 0.152
H -1.897 0.136 0.676 0.151
H -0.579 -1.432 -0.278 0.187
H 1.230 0.784 -0.852 0.206
H 1.443 -0.936 -1.368 0.134
```

Calculated values
SMILES   N#CCNCC#[N+]N=O
Kohn-Sham gap (alpha / beta)   8.162 / 8.161 eV
HOMO energy (alpha / beta)   -14.73 / -14.73 eV
Total charge   +1

=====

## iii
This record from the Open Molecules 2025 dataset describes a gas-phase ion, C4H5N4O (charge +1). The level of theory is the ωB97M-V functional and the def2-TZVPD basis.

Structure (XYZ):
```
14
Properties=species:S:1:pos:R:3:lowdin_charge:R:1
C -2.974 0.096 -0.252 -0.152
C 0.560 1.285 0.017 0.063
C -1.745 0.656 -0.306 0.077
C 1.032 -0.140 0.069 -0.339
N -3.965 -0.410 0.106 0.258
N 0.093 -1.010 0.314 0.062
N -0.794 1.503 -0.079 0.037
N 2.340 -0.412 -0.149 0.180
O 0.279 -2.269 -0.213 0.047
H 0.971 2.315 0.172 0.152
H -1.191 2.514 0.156 0.253
H 3.109 0.157 0.195 0.140
H 2.485 -1.362 -0.335 0.091
H -0.200 -2.923 0.305 0.130
```

Calculated values
Kohn-Sham gap (alpha / beta)   6.294 / 6.997 eV
HOMO energy (alpha / beta)   -13.20 / -13.39 eV
Total charge   +1

=====

Relative energies, unit kJ/mol: i 0.0; ii 255.1; iii 221.3

=====

## i
This record from the Open Molecules 2025 dataset describes 2 unconnected molecules or ions with the total composition C11H17N2. The level of theory is the ωB97M-V functional and the def2-TZVPD basis.

Structure (XYZ):
```
30
Properties=species:S:1:pos:R:3:lowdin_charge:R:1
C 1.035 0.532 3.337 -0.058
C -0.734 -0.629 0.245 -0.240
C -0.544 0.349 1.256 -0.142
C 0.275 -0.097 2.262 -0.298
C 0.727 -1.379 1.873 -0.021
C -1.766 -0.663 -0.664 -0.094
C -2.554 0.491 -0.753 -0.092
C -1.514 1.481 1.251 -0.001
C -2.499 1.505 0.307 -0.086
N 0.118 -1.765 0.599 0.055
H -0.260 -2.675 0.483 0.117
H -1.819 -1.395 -1.612 0.156
H 1.467 -2.065 2.284 0.116
H -3.459 0.544 -1.443 0.121
H -1.385 2.140 2.053 0.088
H 1.429 -0.265 4.072 0.115
H 0.429 1.334 3.763 0.074
H -3.282 2.302 0.374 0.117
H 1.937 0.971 2.715 0.125
C 1.586 -0.427 -2.377 -0.215
C 0.699 0.654 -2.722 -0.138
N 3.085 -0.069 -2.804 0.158
H 1.746 -0.562 -1.264 0.130
H 1.281 -1.369 -2.762 0.116
H 0.710 1.014 -3.844 0.121
H 0.617 1.632 -2.076 0.129
H 3.737 0.458 -2.108 0.208
H 3.537 -0.936 -3.093 0.149
H 3.033 0.637 -3.604 0.176
H -0.407 0.168 -2.590 0.114
```

Calculated values
Kohn-Sham gap   6.739 eV
HOMO energy   -10.40 eV
Total charge   +1

=====

## ii
This record from the Open Molecules 2025 dataset describes 2 unconnected molecules or ions with the total composition C11H17N2. The level of theory is the ωB97M-V functional and the def2-TZVPD basis.

Structure (XYZ):
```
30
Properties=species:S:1:pos:R:3:lowdin_charge:R:1
C 0.809 1.811 -2.623 -0.050
C 1.119 0.092 0.709 -0.237
C 0.371 0.965 -0.172 -0.199
C 1.129 1.032 -1.391 -0.253
C 2.181 0.161 -1.298 -0.040
C -0.032 0.795 2.614 -0.075
C 0.956 -0.008 2.094 -0.017
C -0.795 1.625 1.765 -0.089
C -0.530 1.896 0.442 -0.002
N 2.149 -0.424 -0.055 0.072
H -0.144 0.868 3.688 0.113
H 1.657 -0.546 2.727 0.122
H -1.573 2.192 2.286 0.110
H -0.980 2.579 -0.255 0.114
H 2.949 -0.932 0.280 0.159
H 2.869 -0.162 -2.063 0.134
H 0.907 2.896 -2.445 0.091
H -0.173 1.719 -3.104 0.079
H 1.547 1.619 -3.394 0.077
C -1.609 -2.430 -0.002 -0.168
C -3.055 -2.848 -0.112 -0.087
N -1.251 -1.267 -0.903 0.168
H -1.138 -2.155 0.941 0.128
H -1.116 -3.295 -0.486 0.137
H -3.521 -3.228 -1.038 0.098
H -3.819 -2.102 0.051 0.072
H -1.916 -0.498 -1.024 0.167
H -0.371 -0.844 -0.505 0.105
H -1.081 -1.462 -1.894 0.172
H -3.190 -3.524 0.742 0.096
```

Calculated values
Kohn-Sham gap   8.487 eV
HOMO energy   -11.40 eV
Total charge   +1

=====

## iii
This record from the Open Molecules 2025 dataset describes a gas-phase ion, C11H17N2 (charge +1). The level of theory is the ωB97M-V functional and the def2-TZVPD basis.

Structure (XYZ):
```
30
Properties=species:S:1:pos:R:3:lowdin_charge:R:1
C -0.502 -1.868 -1.825 0.204
C -0.399 -1.656 -0.447 -0.147
C -0.347 -2.759 0.458 -0.253
C 0.458 -3.843 0.057 0.014
N -0.897 -2.565 1.628 0.153
C -1.362 -1.345 2.069 -0.038
C -1.161 -0.227 1.364 0.039
C -0.428 -0.310 0.127 -0.238
N 0.171 0.634 -0.446 0.151
C 0.353 2.022 -0.299 -0.656
C -0.076 2.892 0.922 -0.060
C 1.895 2.035 -0.501 -0.050
C -0.210 2.661 -1.517 -0.068
H -0.586 -2.863 -2.294 0.083
H -0.344 -1.076 -2.585 0.103
H 0.205 -4.212 -1.021 0.144
H 1.390 -3.299 0.036 0.123
H 0.558 -4.702 0.859 0.152
H -0.948 -3.387 2.232 0.191
H -1.761 -1.175 3.130 0.170
H -1.249 0.656 1.852 0.077
H -1.232 2.907 1.178 0.106
H 0.541 2.698 1.883 0.102
H 0.119 4.002 0.487 0.129
H 2.040 1.569 -1.501 0.094
H 2.526 1.492 0.206 0.082
H 2.287 3.075 -0.551 0.096
H -0.239 1.993 -2.366 0.078
H -1.265 3.158 -1.355 0.130
H 0.464 3.496 -1.779 0.092
```

Calculated values
SMILES   C=C1C(C)=[NH+]C=C/C1=N\C(C)(C)C
Kohn-Sham gap (alpha / beta)   7.432 / 7.433 eV
HOMO energy (alpha / beta)   -12.60 / -12.60 eV
Total charge   +1

=====

Relative energies, unit kJ/mol: i 202.1; ii 0.0; iii 292.5

=====

## i
This record from the Open Molecules 2025 dataset describes a gas-phase ion, C11H17N2 (charge +1). The level of theory is the ωB97M-V functional and the def2-TZVPD basis.

Structure (XYZ):
```
30
Properties=species:S:1:pos:R:3:lowdin_charge:R:1
C -0.843 1.019 -3.606 0.175
C 0.142 0.461 -3.233 -0.108
C 1.063 -0.458 -2.618 -0.128
N 0.515 -1.857 -2.655 0.079
C -0.163 -2.351 -1.395 -0.094
C -0.906 -1.274 -0.606 -0.177
C -0.143 -0.826 0.642 -0.182
C -1.003 0.075 1.519 -0.132
N -0.217 1.064 2.237 -0.126
C -0.765 2.251 2.655 -0.094
C 0.209 2.972 3.304 -0.090
C 1.378 2.190 3.303 -0.093
C 1.098 1.025 2.627 -0.105
H -1.517 1.670 -4.106 0.058
H 1.316 -0.168 -1.607 0.125
H 1.985 -0.450 -3.195 0.143
H -0.112 -1.962 -3.451 0.183
H 1.302 -2.480 -2.834 0.181
H -0.865 -3.113 -1.710 0.133
H 0.566 -2.849 -0.772 0.134
H -1.189 -0.426 -1.220 0.102
H -1.836 -1.724 -0.270 0.129
H 0.747 -0.271 0.356 0.097
H 0.158 -1.717 1.187 0.123
H -1.673 0.624 0.865 0.124
H -1.626 -0.513 2.189 0.135
H -1.781 2.537 2.478 0.114
H 0.093 3.938 3.750 0.095
H 2.334 2.431 3.724 0.094
H 1.730 0.182 2.443 0.106
```

Calculated values
SMILES   C#CC[NH2+]CCCCn1cccc1
Kohn-Sham gap   7.042 eV
HOMO energy   -10.49 eV
Total charge   +1

=====

## ii
This record from the Open Molecules 2025 dataset describes 2 unconnected molecules or ions with the total composition C11H17N2. The level of theory is the ωB97M-V functional and the def2-TZVPD basis.

Structure (XYZ):
```
30
Properties=species:S:1:pos:R:3:lowdin_charge:R:1
C -1.289 2.053 -2.552 -0.055
C -2.078 -0.604 -0.202 -0.233
C -1.297 -0.107 -1.217 -0.158
C -1.937 1.092 -1.656 -0.257
C -2.970 1.340 -0.816 -0.024
C -0.639 -2.478 0.029 -0.096
C -1.818 -1.897 0.376 -0.019
C 0.369 -1.798 -0.748 -0.125
C -0.071 -0.737 -1.493 -0.034
N -3.114 0.255 0.096 0.086
H -0.371 -3.380 0.615 0.113
H -2.588 -2.331 1.004 0.112
H 1.355 -2.202 -0.908 0.084
H 0.589 -0.348 -2.281 0.116
H -3.955 -0.092 0.520 0.148
H -3.667 2.158 -0.668 0.126
H -0.432 1.575 -3.024 0.062
H -1.016 3.068 -2.271 0.078
H -2.008 2.192 -3.439 0.114
C 1.931 -0.031 2.036 -0.156
C 2.970 -0.784 1.123 -0.062
N 2.256 1.427 2.006 0.177
H 0.879 -0.195 1.858 0.110
H 2.089 -0.450 3.097 0.154
H 2.415 -1.495 0.434 0.057
H 3.751 -1.396 1.639 0.096
H 2.909 1.616 1.246 0.158
H 1.445 2.061 1.875 0.187
H 2.689 1.730 2.884 0.175
H 3.601 -0.240 0.440 0.068
```

Calculated values
Kohn-Sham gap   7.026 eV
HOMO energy   -10.68 eV
Total charge   +1

=====

Relative energies, unit kJ/mol: i 173.5; ii 0.0